Formula: C4H6DyO3
Source: the OMol25 dataset
Level of theory: ωB97M-V with the def2-TZVPD basis set

As for the HOMO-LUMO gap (spin up / spin down): 3.02 / 9.99 eV. The energy above the lowest of the compared OMol25 structures with the same formula, charge and spin comes out at 23.2 kcal/mol. The value obtained for the highest occupied orbital energy (spin up / spin down) is -21.418 / -22.622 eV. For the molecular weight, the calculation gives 264.59 g/mol. The max |F| comes out at 0.1136 Eh/bohr.

Structure (ORCA input):
```
! wB97M-V def2-TZVPD RIJCOSX def2/J DEFGRID3
* xyz 3 6
H -1.423 -0.306 -1.440
O 0.774 -0.454 1.439
H -0.236 -0.866 0.802
O 1.503 -0.110 3.456
Dy 3.178 0.371 1.669
H -0.721 0.149 5.053
C -1.754 -1.922 0.140
H -2.023 -0.994 4.531
H -2.200 -2.713 0.726
O -0.686 -0.515 3.086
C -0.958 -0.757 4.486
C -1.592 -1.002 -0.632
H -0.366 -1.611 4.829
C 0.523 -0.261 2.710
*
```


Formula: C25H24N4O4
Source: the OMol25 dataset
Level of theory: ωB97M-V with the def2-TZVPD basis set

As for the HOMO-LUMO gap: 7.83 eV. The energy above the lowest of the compared OMol25 structures with the same formula, charge and spin comes out at 23.1 kcal/mol. The value obtained for the highest occupied orbital energy is -7.854 eV. For the molecular weight, the calculation gives 444.49 g/mol. The max |F| comes out at 0.0177 Eh/bohr.

Structure (ORCA input):
```
! wB97M-V def2-TZVPD RIJCOSX def2/J DEFGRID3
* xyz 0 1
C 1.378 0.435 -0.562
C -1.098 0.497 -0.950
H -3.343 -3.523 -0.904
O -0.831 -2.360 -0.894
H 7.697 -1.530 -0.252
C -1.838 5.510 -0.794
C 2.599 -0.253 -0.318
C -4.281 -3.190 -0.484
H -3.674 2.892 0.282
C -1.353 1.783 1.129
C -1.553 3.117 0.464
N -1.809 0.683 0.301
H -1.944 1.742 2.048
C 4.993 -0.292 0.114
C -2.988 0.054 0.650
H -0.295 1.633 1.374
C 3.745 -2.360 -0.046
H -1.898 6.467 -1.296
N 1.377 -2.294 -0.481
H 1.400 1.515 -0.614
O 5.994 -2.553 0.365
H 5.644 2.174 1.065
H 7.367 -1.477 1.498
C -5.573 -1.471 0.591
C 6.260 1.727 0.278
C -6.579 -3.593 0.072
C -0.493 3.971 0.187
H -0.900 1.486 -1.381
H -2.428 -1.574 -0.458
O -3.707 0.524 1.512
H 3.825 1.477 -0.152
C -2.973 4.745 -0.563
H 0.518 3.713 0.479
C -5.380 -4.026 -0.471
H -5.301 -5.020 -0.886
H -7.597 -1.972 1.026
H 3.744 -3.438 -0.013
C 4.956 -1.714 0.153
H -1.726 -0.062 -1.646
H 7.900 -2.997 0.738
H -3.945 5.096 -0.875
C 0.173 -1.679 -0.713
H 5.955 2.121 -0.696
C 0.209 -0.226 -0.744
C 7.309 -2.093 0.599
O 6.201 0.321 0.310
H 7.305 1.975 0.455
H 1.360 -3.307 -0.464
C 3.823 0.400 -0.118
H -5.643 -0.482 1.013
C -6.666 -2.317 0.601
C 2.570 -1.657 -0.280
H -7.439 -4.248 0.083
C -4.366 -1.904 0.050
N -3.228 -1.103 -0.033
N -0.625 5.135 -0.426
C -2.825 3.526 0.075
*
```


Formula: C37H99N19O12
Source: the OMol25 dataset
Level of theory: ωB97M-V with the def2-TZVPD basis set

As for the HOMO-LUMO gap: 7.99 eV. The value obtained for the highest occupied orbital energy is -8.142 eV. For the molecular weight, the calculation gives 1002.32 g/mol. The max |F| comes out at 0.1510 Eh/bohr.

Structure (ORCA input):
```
! wB97M-V def2-TZVPD RIJCOSX def2/J DEFGRID3
* xyz 0 1
H -24.272 5.801 -21.241
H -22.326 -4.856 -18.067
H -30.014 0.472 -17.271
H -19.062 3.534 -18.933
H -19.403 4.754 -10.679
N -24.751 -6.354 -15.733
C -18.472 4.330 -11.056
N -21.352 10.371 -19.146
H -20.350 -1.435 -7.147
C -17.297 4.636 -10.122
H -13.613 6.425 -8.826
H -18.361 2.604 -17.588
H -24.845 13.642 -20.768
C -21.586 4.306 -22.875
C -21.756 12.618 -20.176
C -14.647 3.517 -9.106
H -18.379 4.790 -12.040
H -25.194 -7.002 -16.369
N -28.746 8.453 -14.193
H -22.250 -0.007 -8.025
N -22.350 4.356 -15.781
N -26.047 9.708 -19.557
C -15.954 3.293 -8.283
H -20.880 10.948 -18.465
O -28.226 5.198 -9.742
C -17.216 3.424 -9.099
H -17.217 2.502 -9.680
C -27.984 4.559 -10.732
H -18.474 -2.043 -14.485
N -23.560 2.597 -15.322
H -23.447 2.381 -21.803
H -21.641 13.138 -19.225
H -17.550 6.396 -18.556
C -22.901 -5.294 -7.539
H -15.114 7.024 -9.386
H -22.285 5.149 -20.996
H -16.078 5.137 -12.585
C -21.403 -3.288 -7.386
C -24.733 -5.009 -16.280
H -24.072 -3.657 -10.167
H -25.068 -1.152 -7.598
N -17.960 5.497 -18.765
O -28.217 1.379 -14.876
H -25.467 7.813 -17.406
H -24.734 4.509 -21.958
C -17.657 5.893 -9.228
C -26.044 -4.338 -15.823
C -21.538 10.369 -21.458
H -26.291 -4.435 -14.766
H -20.642 -4.014 -7.099
N -24.000 5.201 -22.007
H -17.625 6.851 -9.747
H -21.807 3.509 -23.585
H -14.482 2.710 -9.819
H -21.579 -3.279 -17.543
O -22.196 -4.611 -16.082
H -22.852 -1.182 -6.979
H -21.731 3.592 -16.010
H -12.553 4.739 -10.412
N -17.754 -1.372 -14.259
H -16.881 1.513 -14.250
H -24.473 9.038 -18.215
H -25.629 -1.298 -9.247
H -20.038 11.288 -20.271
C -19.250 4.304 -23.235
C -21.126 11.229 -20.280
H -19.358 5.284 -23.701
H -23.513 3.140 -20.303
O -17.116 4.605 -16.892
H -22.591 10.221 -21.215
C -23.079 -1.452 -10.402
H -21.316 13.337 -20.868
H -21.914 -3.146 -6.434
H -22.040 2.461 -20.841
C -23.811 13.769 -20.448
H -23.799 -4.342 -14.572
H -29.414 3.476 -10.434
H -23.028 -5.048 -6.485
N -26.836 4.674 -11.375
C -26.376 8.763 -18.762
H -13.521 4.138 -11.689
H -23.421 14.586 -21.055
C -23.481 -1.710 -8.907
C -13.508 4.902 -10.912
H -20.555 -1.806 -8.789
O -18.898 0.410 -14.959
H -16.904 -1.631 -13.779
H -22.152 -4.808 -10.444
H -23.950 14.121 -19.426
H -26.739 10.005 -20.230
O -23.124 12.534 -20.538
H -16.019 4.090 -7.542
H -15.871 2.326 -7.787
H -28.104 3.075 -16.706
H -22.939 -0.397 -10.637
C -21.069 -1.886 -7.831
C -14.643 6.116 -9.008
H -25.202 10.228 -19.370
H -20.702 -4.717 -17.240
H -25.968 -3.262 -15.985
N -29.690 0.409 -16.317
H -17.136 5.978 -8.274
H -24.507 -5.125 -17.340
N -23.601 -3.159 -8.521
H -20.815 9.517 -19.197
H -18.562 3.259 -11.239
C -28.802 1.308 -15.981
H -16.127 0.045 -13.674
C -23.568 3.863 -15.616
H -13.780 3.692 -8.469
H -23.916 -5.625 -7.762
H -22.216 5.327 -16.026
N -28.607 2.217 -16.882
H -26.191 5.360 -11.009
C -21.561 -4.458 -9.598
C -17.982 -0.080 -14.415
O -24.549 4.583 -15.602
H -21.566 5.259 -23.403
H -24.709 0.096 -8.763
H -23.812 -1.828 -11.116
H -28.518 3.098 -11.951
O -20.294 4.196 -22.243
N -25.370 8.635 -17.985
H -15.017 5.822 -8.027
H -18.059 3.537 -8.417
N -16.019 4.790 -10.745
O -27.332 8.028 -18.743
H -22.348 -6.227 -7.649
O -16.062 5.679 -11.793
C -22.674 4.469 -21.753
H -26.949 -4.691 -16.315
H -18.549 5.438 -19.583
H -26.571 4.199 -12.226
H -20.896 -3.666 -9.942
H -23.618 -3.202 -15.908
H -18.706 5.969 -8.944
H -22.731 2.021 -15.283
H -13.431 5.821 -11.493
H -28.411 7.932 -14.991
H -29.909 -0.270 -15.602
H -23.796 -6.681 -15.700
O -24.542 -3.812 -9.344
H -28.309 8.564 -13.289
O -30.574 9.706 -13.882
C -14.776 4.876 -9.977
C -23.534 -4.252 -15.625
C -24.782 -0.984 -8.636
C -17.778 4.523 -17.889
H -29.300 2.206 -17.617
C -22.384 -1.086 -7.958
C -22.875 3.073 -21.184
C -22.423 -4.041 -8.324
N -30.354 8.571 -15.677
H -22.197 -2.023 -10.690
H -20.956 -5.293 -9.243
C -21.720 -4.338 -17.324
H -31.193 9.078 -15.923
H -24.479 2.183 -15.263
H -29.685 8.337 -16.397
H -21.522 10.921 -22.398
H -19.241 3.487 -23.956
N -18.382 3.409 -18.197
N -28.760 3.694 -11.172
C -29.923 8.910 -14.494
H -21.018 9.411 -21.481
N -16.923 0.519 -14.077
H -18.359 4.246 -22.610
*
```


Formula: C5H10N2
Source: the OMol25 dataset
Level of theory: ωB97M-V with the def2-TZVPD basis set

As for the HOMO-LUMO gap: 10.25 eV. The energy above the lowest of the compared OMol25 structures with the same formula, charge and spin comes out at 70.7 kcal/mol. The value obtained for the highest occupied orbital energy is -21.080 eV. For the molecular weight, the calculation gives 98.15 g/mol. The max |F| comes out at 0.1319 Eh/bohr.

Structure (ORCA input):
```
! wB97M-V def2-TZVPD RIJCOSX def2/J DEFGRID3
* xyz 2 1
H -0.454 -0.585 -3.079
C 0.073 1.192 -0.877
C 0.118 -1.025 -2.245
H 0.339 -2.309 0.536
C -0.120 1.445 0.526
H -0.366 2.439 0.882
N 0.137 -0.232 -1.013
N -0.063 0.304 1.154
H 0.478 0.989 3.010
H 0.458 -0.806 2.851
H -0.572 1.553 -1.586
H -0.507 -1.947 -1.981
H 1.172 -1.264 -2.667
C -0.047 0.169 2.595
H -0.933 0.217 3.213
H 1.114 1.377 -1.263
C 0.089 -0.678 0.209
*
```


Formula: C54H72MnN6O5P3SSe2
Source: the OMol25 dataset
Level of theory: ωB97M-V with the def2-TZVPD basis set

As for the HOMO-LUMO gap: 7.09 eV. The energy above the lowest of the compared OMol25 structures with the same formula, charge and spin comes out at 0.0 kcal/mol. The value obtained for the highest occupied orbital energy is -9.902 eV. For the molecular weight, the calculation gives 1223.05 g/mol. The max |F| comes out at 0.0049 Eh/bohr.

Structure (ORCA input):
```
! wB97M-V def2-TZVPD RIJCOSX def2/J DEFGRID3
* xyz 1 6
C 3.875 1.822 -2.391
H 5.254 -1.557 0.452
H 5.891 -1.081 -1.806
C 4.162 -3.331 -3.715
H -4.359 3.301 -0.387
H -2.832 3.197 4.155
N -1.570 -2.725 -0.536
C -3.568 0.288 -3.365
H 5.199 2.343 3.002
H 5.644 -3.402 -2.167
C 0.220 -0.233 -5.295
H 2.019 2.931 -2.242
C -3.579 1.486 0.474
C -5.885 -4.220 -1.537
C 0.569 -1.073 3.199
C -4.078 2.878 -4.234
C -5.574 -2.662 2.032
C -5.173 -6.178 -2.731
H 6.297 2.533 1.652
H -0.357 2.850 2.521
H -4.487 0.230 3.485
H 7.020 0.294 1.727
H -0.754 -0.751 -3.434
H 4.199 2.605 0.585
H 5.472 -0.666 -3.455
C -5.241 2.042 2.625
H 3.724 -2.678 -0.786
C -4.555 -3.854 -1.331
H -7.226 -5.656 -2.379
H -4.273 3.887 -4.571
H -1.348 3.613 5.057
C -1.966 -0.572 -0.789
H 1.220 -0.019 -5.673
C 3.589 4.254 -2.936
O -1.654 1.830 7.158
C 3.019 -3.425 -2.694
H -2.066 0.850 3.847
H -2.501 -4.409 -1.654
C -4.342 -2.753 1.388
C 6.222 0.517 2.441
H -3.118 5.341 5.457
C -6.192 -5.380 -2.227
H -1.998 -0.351 5.144
H 1.169 2.848 1.646
H -4.342 -0.340 -5.255
C 0.969 -1.051 1.901
H 6.698 0.575 3.419
H -6.638 -2.889 3.873
H 3.043 -4.398 -2.202
N 0.411 0.233 3.615
C -3.215 -3.144 2.108
C -0.147 0.745 4.871
H 3.521 3.952 -3.984
H -4.219 4.087 6.044
H 6.006 1.308 -2.248
C -4.111 0.506 -4.622
H 5.062 5.470 -1.899
H -4.810 1.963 -6.028
P 3.458 0.458 -1.213
H 3.185 3.378 -1.016
N 1.045 0.254 1.497
H -5.828 3.784 1.516
H -6.444 -2.326 1.482
C -3.322 -3.427 3.463
P -4.291 -2.325 -0.381
H -3.241 3.519 -2.376
C 0.671 2.484 2.543
N -0.637 -0.802 -0.778
C 5.560 1.858 2.092
H -5.898 2.247 3.460
C -3.606 0.632 1.573
H 4.369 -0.363 3.079
H 2.054 -3.366 -3.201
C -2.569 -1.820 -0.631
H 4.346 -4.308 -4.162
N 0.300 -2.233 3.996
C 5.194 -0.607 2.401
C 5.789 3.437 -1.952
C -5.678 -2.961 3.381
C -4.551 -3.337 4.100
Se -5.699 -0.842 -0.884
C 3.116 -2.326 -1.620
H 5.573 2.190 -3.682
O 0.806 0.577 -3.072
O -0.210 -2.067 5.089
H -2.257 -3.245 1.617
C -4.375 1.797 -5.052
C -3.851 -5.815 -2.533
C 0.710 0.999 2.544
H 1.151 -1.890 1.251
Mn 0.956 0.579 -0.733
C 4.657 -0.808 0.974
C 5.418 -2.789 -3.044
C -1.666 0.642 4.839
C 3.747 -1.062 -2.215
C -3.514 2.669 -2.987
H -2.442 -3.726 4.016
H 0.262 0.185 5.706
C -2.401 3.342 5.147
C -3.536 -4.661 -1.828
H 5.659 0.654 -0.266
C 4.665 0.506 0.169
H 3.172 -0.820 -3.120
C -3.174 4.375 5.955
S -2.468 1.763 5.974
H 2.940 5.123 -2.824
O 0.596 -3.300 3.508
H 3.465 1.445 1.671
H 5.566 4.936 -3.484
C -4.369 2.630 0.462
C 5.379 2.123 -2.608
H 6.284 -2.862 -3.702
H 3.639 -1.205 1.027
O -3.847 1.362 6.049
H 5.621 -1.541 2.765
N -0.429 -2.100 -0.644
H -3.054 -6.436 -2.920
C -5.201 2.903 1.536
H 6.866 3.582 -2.045
H -0.426 0.621 -5.509
C 4.383 1.674 1.122
H 3.885 -2.666 -4.540
H 5.584 3.387 -0.879
C -4.442 0.909 2.643
H -5.413 -7.080 -3.276
C 5.209 -1.325 -2.625
C 0.248 -0.530 -3.815
C 5.042 4.618 -2.581
H -4.632 -3.561 5.155
H -3.390 -0.725 -3.033
C -3.275 1.369 -2.539
H -3.007 -0.271 1.584
C 3.087 3.104 -2.070
H -6.680 -3.580 -1.176
H 2.116 -2.129 -1.215
Se -0.822 2.521 -0.829
H -0.178 -1.090 -5.839
H 1.177 2.897 3.415
H 0.187 1.775 4.965
H 3.461 1.438 -3.331
H 0.296 1.373 -3.290
P -2.503 1.133 -0.927
H 0.888 -1.381 -3.584
H -2.755 4.478 6.955
*
```


Formula: C17H27BBrNO11PS2
Source: the OMol25 dataset
Level of theory: ωB97M-V with the def2-TZVPD basis set

As for the HOMO-LUMO gap: 7.23 eV. The value obtained for the highest occupied orbital energy is -5.145 eV. For the molecular weight, the calculation gives 607.22 g/mol. The max |F| comes out at 0.1481 Eh/bohr.

Structure (ORCA input):
```
! wB97M-V def2-TZVPD RIJCOSX def2/J DEFGRID3
* xyz -1 1
P -2.109 0.946 0.717
C 3.838 0.259 -1.810
C 0.065 0.139 -3.050
H -1.693 3.533 0.640
H -4.522 1.836 0.917
H -2.717 -1.834 -1.184
H -2.058 -4.330 -3.428
H -4.527 0.189 -0.005
C -0.505 -2.207 -5.303
H -0.870 2.546 -0.821
C -1.813 2.631 -0.131
H 1.824 -2.309 2.870
O 5.857 1.261 -2.479
C 5.284 0.523 -1.401
C -1.398 -2.117 -3.905
C -2.109 -0.848 -1.371
C -0.336 1.953 7.086
C 0.680 -1.092 -5.523
C -0.349 -2.868 -0.061
C 0.437 2.059 5.774
C -1.160 -0.939 -2.744
O -2.505 2.952 4.492
H -2.807 2.891 -0.738
O -0.446 1.563 4.770
N -1.344 -0.414 -0.141
H 0.035 -2.809 3.224
H 0.737 -1.208 4.021
H 1.848 0.872 -4.654
H -3.335 -3.009 -2.915
H 0.289 0.972 -2.251
O -1.007 -4.018 -0.255
O 1.018 -2.634 -0.618
C -0.986 -1.567 0.771
H 3.196 0.042 -0.953
H -0.334 0.924 7.462
C -2.563 -3.303 -3.744
H 3.776 -0.565 -2.528
H -0.713 -3.026 -6.115
C 0.985 0.095 -4.411
H -2.906 -0.004 -1.613
O 4.654 1.712 -4.617
S 4.691 2.119 -3.230
O -1.679 2.298 6.756
O 1.059 0.199 1.384
S -1.989 1.821 5.228
O -2.663 0.543 5.283
O 3.413 1.449 -2.469
H -3.074 -3.500 -4.784
H 1.215 0.166 0.378
C 0.744 -1.882 3.062
H 1.361 1.475 5.791
H -4.262 0.244 1.893
B 0.285 -1.023 1.721
H 5.332 1.144 -0.500
H 1.309 -1.136 -6.536
H 0.057 2.621 7.856
C -4.004 0.771 0.865
H 0.671 3.102 5.537
O 4.797 3.499 -2.817
Br -2.515 -2.301 1.842
H 5.842 -0.402 -1.234
*
```